Record 1
Density functional theory data (wB97M-V/def2-TZVPD) for a structure of composition C13H13NO4Yb.

```
! RIJCOSX wB97M-V def2-TZVPD def2/J DEFGRID3
* xyz 3 2
Yb -0.24 0.97 -2.29
O -0.84 4.34 -2.80
C -0.65 3.21 -2.85
C 1.88 0.21 -2.76
O 2.95 -0.18 -2.77
C -1.97 -0.46 -2.78
O -2.85 -1.21 -2.77
C -0.24 0.99 -4.77
O -0.24 0.99 -5.91
C 1.13 -1.68 2.34
N 0.69 -1.92 0.93
C 0.51 -3.39 0.69
C -0.53 -1.15 0.44
C -0.47 0.32 0.81
C -0.65 0.72 2.15
C -0.55 2.07 2.49
C -0.30 3.03 1.53
C -0.16 2.66 0.18
C -0.26 1.33 -0.06
H 0.30 -1.94 3.00
H 1.43 -0.65 2.46
H 1.97 -2.35 2.54
H 1.46 -1.60 0.33
H -0.32 -3.71 1.33
H 0.25 -3.55 -0.36
H 1.43 -3.91 0.96
H -0.62 -1.37 -0.63
H -1.40 -1.62 0.93
H -0.84 -0.04 2.89
H -0.67 2.35 3.53
H -0.22 4.08 1.78
H 0.03 3.45 -0.56
*
```

Values from the calculation:
**Energy relative to the best compared isomer or geometry (same formula, charge and spin)**: 0.155 eV
**Expectation value of S²**: 0.76

---

Record 2
Density functional theory data (wB97M-V/def2-TZVPD) for a cluster of 4 separate species, C6H20N2O3 in total.

```
! RIJCOSX wB97M-V def2-TZVPD def2/J DEFGRID3
* xyz 0 1
N -0.67 3.64 0.13
C -0.54 2.19 0.02
C 0.91 2.05 0.50
C 1.88 1.33 -0.44
C 2.70 0.32 -0.07
C -1.43 1.25 0.79
N -1.12 -0.15 0.39
C -2.09 -1.17 0.83
H -1.64 3.90 -0.13
H -0.57 4.14 1.07
H -0.56 1.76 -1.11
H 0.84 1.31 1.38
H 1.35 2.96 0.67
H 1.75 1.53 -1.47
H 3.31 -0.10 -0.92
H 2.87 -0.05 0.89
H -1.31 1.07 1.96
H -2.52 1.51 0.57
H -0.91 -0.40 -0.65
H -2.43 -1.10 1.85
H -1.69 -2.19 0.74
H -3.03 -0.86 0.45
H 0.10 -2.58 -1.15
H 1.50 -3.12 -0.45
O 0.87 -3.20 -1.15
H 1.09 -3.66 1.77
H 1.20 -2.13 1.80
O 1.66 -2.90 1.49
H 0.25 -1.73 -3.25
H -1.15 -1.79 -3.62
O -0.63 -1.86 -2.91
*
```

Values from the calculation:
**SMILES**: C=CC[C@H](N)CNC.O.O.O
**Energy relative to the best compared isomer or geometry (same formula, charge and spin)**: 3.102 eV

---

Record 3
Density functional theory data (wB97M-V/def2-TZVPD) for a structure of composition C4H15BrMgNO3.

```
! RIJCOSX wB97M-V def2-TZVPD def2/J DEFGRID3
* xyz 1 1
Mg -1.70 1.40 5.33
Br -1.07 1.02 2.99
O -1.44 4.23 1.88
H -1.37 3.31 2.11
H -1.18 4.27 0.96
O 1.19 -1.61 4.42
H 0.56 -1.15 3.86
H 0.81 -2.49 4.52
C 1.23 -1.92 -0.10
C 0.52 -0.66 -0.51
C 0.37 -0.62 -2.03
O 0.04 0.65 -2.51
C -0.28 0.79 -3.87
N -0.78 -0.61 0.11
H 0.95 -2.21 0.91
H 2.32 -1.91 -0.14
H 0.82 -2.71 -0.73
H 1.17 0.14 -0.14
H -0.33 -1.38 -2.38
H 1.28 -0.90 -2.56
H 0.51 0.47 -4.55
H -0.52 1.78 -4.25
H -1.18 0.20 -4.08
H -1.24 0.20 -0.30
H -0.69 -0.28 1.06
*
```

Values from the calculation:
**Energy relative to the best compared isomer or geometry (same formula, charge and spin)**: 0.265 eV

---

Record 4
Density functional theory data (wB97M-V/def2-TZVPD) for a structure of composition C4H6LaO.

```
! RIJCOSX wB97M-V def2-TZVPD def2/J DEFGRID3
* xyz 2 2
H -3.60 -0.77 1.41
C -3.30 1.28 -0.02
C -3.05 0.37 0.90
C -2.14 -0.67 1.14
H -4.03 2.07 0.16
H -2.58 1.47 -0.82
H -1.64 -0.71 2.11
C -1.27 -1.94 -0.09
O -0.59 -0.79 -0.05
La 1.95 -0.15 -0.52
H -0.78 -2.81 0.38
H -2.03 -2.13 -0.86
*
```

Values from the calculation:
**Energy relative to the best compared isomer or geometry (same formula, charge and spin)**: 3.894 eV
**Expectation value of S²**: 0.75

---

Record 5
Density functional theory data (wB97M-V/def2-TZVPD) for a cluster of 2 separate species, C3H6BrClNO3S in total.

```
! RIJCOSX wB97M-V def2-TZVPD def2/J DEFGRID3
* xyz -1 1
C 2.15 -0.12 -0.29
C 1.19 -1.23 0.04
C -0.84 -0.64 -0.25
N -1.59 0.00 0.68
O -2.29 2.29 1.33
O -0.36 2.08 -0.05
O -2.56 1.75 -1.06
S -1.75 1.71 0.16
Cl 1.31 -1.67 1.63
Br -1.59 -2.41 -0.90
H 1.80 0.40 -1.18
H 2.30 0.66 0.53
H 3.14 -0.50 -0.60
H 1.36 -2.17 -0.59
H -0.76 0.02 -1.09
H -1.52 -0.17 1.63
*
```

Values from the calculation:
**Energy relative to the best compared isomer or geometry (same formula, charge and spin)**: 0.873 eV

---

Record 6
Density functional theory data (wB97M-V/def2-TZVPD) for a structure of composition C10H30N6O4Rb.

```
! RIJCOSX wB97M-V def2-TZVPD def2/J DEFGRID3
* xyz 1 1
Rb -0.54 -1.88 0.27
C -0.89 -0.59 2.34
C -0.46 0.50 1.42
C 0.35 1.61 2.18
O -0.62 2.38 2.96
C -0.11 2.92 4.20
N 0.38 -0.11 0.35
H -1.22 -0.08 3.24
H -0.12 -1.33 2.58
H -1.71 -1.08 1.83
H -1.32 0.98 0.95
H 0.90 2.25 1.49
H 1.13 1.20 2.82
H 0.95 3.14 4.23
H -0.35 2.35 5.10
H -0.62 3.84 4.47
H 1.10 -0.67 0.80
H 0.89 0.61 -0.13
C 1.77 -1.74 -1.42
C 0.39 -1.08 -1.79
C 0.47 -0.47 -3.29
O -0.87 -0.04 -3.73
C -1.12 1.37 -4.05
N -0.65 -2.17 -1.84
H 1.70 -2.10 -0.39
H 2.53 -0.95 -1.44
H 2.16 -2.43 -2.16
H 0.08 -0.20 -1.22
H 0.74 -1.28 -3.96
H 1.24 0.28 -3.49
H -0.52 1.81 -4.85
H -0.93 2.13 -3.29
H -2.11 1.37 -4.51
H -0.57 -2.84 -2.59
H -1.50 -1.70 -2.11
C -2.43 0.01 -0.73
O -2.23 -0.92 0.03
N -3.40 0.00 -1.65
N -1.93 1.22 -0.75
H -3.93 -0.85 -1.77
H -3.79 0.92 -1.77
H -2.46 1.96 -1.18
H -1.27 1.46 -0.02
C 2.20 -1.56 1.36
O 1.23 -2.00 0.92
N 2.55 -1.74 2.60
N 2.95 -0.57 0.80
H 1.91 -2.05 3.31
H 3.44 -1.29 2.80
H 3.86 -0.38 1.20
H 2.76 -0.23 -0.13
*
```

Values from the calculation:
**Energy relative to the best compared isomer or geometry (same formula, charge and spin)**: 21.745 eV

---

Record 7
Density functional theory data (wB97M-V/def2-TZVPD) for a structure of composition C28H39AlBr4Cl8F10N4NaO10PS2.

```
! RIJCOSX wB97M-V def2-TZVPD def2/J DEFGRID3
* xyz 2 1
O -1.13 -7.02 -1.56
P -1.50 -6.21 -2.71
O -2.91 -6.71 -3.34
O -0.39 -6.49 -3.89
C -1.57 -4.42 -2.29
C -0.37 -3.64 -2.45
C 1.01 -4.17 -2.92
O 1.62 -4.99 -1.87
C 3.07 -4.77 -1.83
C 3.82 -5.03 -2.97
C 5.21 -4.83 -2.97
C 5.90 -4.38 -1.85
C 5.19 -4.14 -0.66
C 3.82 -4.31 -0.61
C -0.55 -2.26 -2.13
N -1.76 -1.87 -1.73
C -1.91 -0.41 -1.47
C -0.81 0.19 -0.56
C 0.23 1.07 -1.31
F 0.20 0.90 -2.67
Br 2.06 0.61 -0.70
C 0.05 2.61 -1.03
F 0.57 2.97 0.13
F -1.27 2.86 -1.14
Br 0.91 3.64 -2.49
N -2.85 -2.55 -1.54
C -2.79 -3.85 -1.82
C -4.08 -4.62 -1.64
C -4.91 -4.57 -2.96
C -4.17 -3.88 -4.14
Br -4.32 -1.92 -4.09
H -2.76 -7.17 -4.19
H -0.87 -6.45 -4.73
H 0.99 -4.67 -3.91
H 1.66 -3.28 -3.05
H 3.26 -5.38 -3.84
H 5.75 -5.03 -3.90
H 6.98 -4.25 -1.92
H 5.77 -3.82 0.21
H 3.28 -4.08 0.37
H 0.28 -1.56 -2.24
H -2.87 -0.23 -0.97
H -2.00 0.09 -2.45
H -1.27 0.84 0.22
H -0.28 -0.59 0.01
H -4.65 -4.20 -0.80
H -3.89 -5.68 -1.37
H -5.85 -4.01 -2.80
H -5.19 -5.58 -3.30
H -3.13 -4.21 -4.27
H -4.68 -4.17 -5.06
Cl 3.57 1.47 1.28
C -10.01 -5.07 -1.70
C -9.12 -4.03 -2.37
O -8.54 -4.56 -3.55
H -9.43 -5.96 -1.45
H -10.45 -4.67 -0.78
H -10.81 -5.38 -2.37
H -8.31 -3.74 -1.70
H -9.70 -3.14 -2.62
H -9.25 -4.81 -4.15
Na 1.05 -4.23 0.05
C 0.37 4.74 2.51
F 1.65 5.02 2.81
F 0.17 5.12 1.23
F 0.26 3.39 2.53
S -0.81 5.54 3.66
O -0.57 6.95 3.48
O -0.47 5.02 4.95
N -2.13 4.98 3.00
S -3.48 5.44 3.71
O -3.83 6.83 3.55
O -3.73 4.88 5.00
C -4.62 4.55 2.59
F -4.40 3.22 2.60
F -4.49 4.95 1.31
F -5.90 4.74 2.93
C -1.16 10.34 2.56
Cl -2.25 9.13 3.20
Cl -1.94 11.23 1.24
Cl -0.68 11.48 3.83
Cl 0.27 9.49 1.94
C 5.16 2.30 5.22
C 5.66 0.87 5.08
C 6.88 0.55 5.96
O 8.04 1.14 5.40
C 8.41 2.41 5.95
N 6.10 0.66 3.66
H 5.85 3.03 4.77
H 4.20 2.42 4.72
H 5.02 2.57 6.26
H 4.85 0.18 5.29
H 7.04 -0.53 5.94
H 6.72 0.84 7.00
H 8.05 2.53 6.98
H 8.02 3.21 5.33
H 9.49 2.48 5.95
H 5.44 1.05 2.97
H 6.24 -0.33 3.45
H 7.01 1.11 3.54
C 1.78 7.39 -2.48
Cl 3.38 6.70 -2.70
Cl 1.66 8.19 -0.92
Cl 1.37 8.53 -3.80
H 1.06 6.57 -2.51
Br 5.63 1.40 -0.12
F -3.84 -2.88 -6.32
Al 2.57 10.32 -2.65
*
```

Values from the calculation:
**Energy relative to the best compared isomer or geometry (same formula, charge and spin)**: 2.601 eV

---

Record 8
Density functional theory data (wB97M-V/def2-TZVPD) for a structure of composition C10H6FN3O4S.

```
! RIJCOSX wB97M-V def2-TZVPD def2/J DEFGRID3
* xyz 0 1
O 0.76 -3.79 1.32
C 1.08 -3.14 0.37
O 2.40 -2.97 0.08
C 0.05 -2.56 -0.58
C -0.47 -1.21 -0.20
C 0.31 -0.20 0.30
C -0.20 1.09 0.63
C 0.77 2.11 1.14
O 0.60 2.68 2.17
N 1.93 2.36 0.32
C 1.72 3.44 -0.59
O 0.93 3.46 -1.46
F 2.53 4.44 -0.34
C -1.52 1.39 0.47
C -2.36 0.36 -0.02
N -3.68 0.48 -0.22
S -4.18 -0.94 -0.78
N -2.80 -1.75 -0.81
C -1.86 -0.91 -0.35
H 2.60 -2.06 -0.16
H 0.52 -2.47 -1.56
H -0.73 -3.30 -0.68
H 1.36 -0.40 0.46
H 2.17 1.54 -0.23
H -1.92 2.36 0.70
*
```

---

Record 9
Density functional theory data (wB97M-V/def2-TZVPD) for a cluster of 9 separate species, C27H63N9O9 in total.

```
! RIJCOSX wB97M-V def2-TZVPD def2/J DEFGRID3
* xyz 0 1
C -6.73 -1.49 2.03
C -5.40 -2.13 1.55
O -4.32 -1.91 2.05
N -5.48 -3.01 0.55
C -4.38 -3.81 -0.04
H -6.56 -0.65 2.75
H -7.36 -2.16 2.63
H -7.42 -1.14 1.26
H -6.42 -3.21 0.09
H -3.72 -3.14 -0.57
H -4.85 -4.62 -0.70
H -3.84 -4.26 0.81
C -0.70 -3.04 4.49
C 0.84 -3.27 4.36
O 1.39 -4.11 5.05
N 1.51 -2.63 3.38
C 2.91 -2.81 3.02
H -1.10 -3.47 3.55
H -1.00 -1.94 4.56
H -1.13 -3.52 5.35
H 0.79 -2.03 2.84
H 3.30 -2.11 3.23
H 3.01 -3.04 2.03
H 3.28 -3.75 3.63
C -2.43 3.78 -4.06
C -2.64 2.89 -2.79
O -2.71 1.59 -2.86
N -2.60 3.54 -1.63
C -2.49 3.00 -0.34
H -3.09 3.32 -4.64
H -1.47 3.57 -4.42
H -2.80 4.81 -3.99
H -2.53 4.78 -1.80
H -1.98 1.95 -0.13
H -3.40 2.89 0.01
H -1.98 3.57 0.29
C 1.99 0.86 1.67
C 0.51 0.50 2.01
O -0.19 1.08 2.59
N 0.24 -0.78 1.59
C -1.10 -1.22 1.56
H 2.29 2.04 2.12
H 2.30 0.76 0.61
H 2.62 0.24 2.05
H 0.90 -1.14 0.76
H -1.64 -0.91 2.39
H -1.19 -2.29 1.31
H -1.54 -0.65 0.64
C -0.44 4.17 3.22
C -1.57 4.92 3.76
O -2.56 5.00 3.08
N -1.46 5.50 5.03
C -2.44 6.30 5.71
H 0.59 4.69 3.05
H -0.63 3.42 2.49
H 0.03 3.37 3.99
H -0.65 4.98 5.58
H -3.54 6.02 5.52
H -2.31 7.26 5.06
H -2.58 6.54 6.79
C 2.97 -3.10 -2.57
C 2.09 -3.24 -1.36
O 1.81 -2.21 -0.74
N 1.66 -4.44 -1.01
C 0.71 -4.64 0.12
H 4.04 -3.52 -2.37
H 3.19 -1.89 -2.76
H 2.75 -3.71 -3.44
H 1.62 -5.15 -1.74
H 1.51 -4.69 0.93
H 0.41 -5.68 -0.21
H -0.22 -4.04 0.08
C 4.81 -0.03 -0.43
C 5.64 -0.16 -1.69
O 5.00 -0.05 -2.75
N 7.00 -0.41 -1.66
C 7.60 -0.53 -3.02
H 4.36 0.78 -0.10
H 5.62 -0.36 0.41
H 3.91 -0.71 -0.27
H 7.66 -0.09 -0.95
H 8.66 -0.48 -2.95
H 7.18 0.29 -3.61
H 7.44 -1.50 -3.61
C -0.99 -1.92 -2.82
C -2.42 -2.24 -3.25
O -2.72 -3.40 -3.45
N -3.34 -1.31 -3.16
C -4.78 -1.63 -3.45
H -0.54 -1.32 -3.62
H -0.30 -2.73 -2.81
H -0.94 -1.34 -1.88
H -3.21 -0.32 -2.96
H -5.01 -2.36 -4.31
H -5.43 -0.71 -3.69
H -5.18 -1.85 -2.56
C 4.36 4.14 -3.05
C 3.31 3.33 -2.18
O 3.52 2.93 -0.96
N 2.25 2.86 -2.85
C 1.16 2.12 -2.10
H 3.90 4.85 -3.67
H 5.14 3.45 -3.45
H 4.93 4.82 -2.27
H 2.16 3.12 -3.83
H 1.26 1.16 -1.99
H 0.33 2.22 -2.95
H 0.99 2.60 -1.14
*
```

Values from the calculation:
**SMILES**: CNC(C)=O.CNC(C)=O.CNC(C)=O.CNC(C)=O.CNC(C)=O.CNC(C)=O.CNC(C)=O.CNC(C)=O.CNC(C)=O
**Energy relative to the best compared isomer or geometry (same formula, charge and spin)**: 14.564 eV

---

Record 10
Density functional theory data (wB97M-V/def2-TZVPD) for a cluster of 2 separate species, C2H7N3OP in total.

```
! RIJCOSX wB97M-V def2-TZVPD def2/J DEFGRID3
* xyz 1 1
C -0.99 -0.31 -0.02
C 1.63 1.33 0.05
N -2.36 -0.29 0.09
N -0.33 -1.49 0.00
N -0.29 0.78 0.02
O 2.52 -1.25 -0.23
P 2.92 0.11 -0.32
H 1.66 1.76 1.03
H 1.70 2.27 -0.58
H -2.76 -1.30 -0.01
H -2.85 0.50 -0.24
H -0.85 -2.23 0.15
H 0.70 -1.57 0.00
H -0.70 1.69 0.07
*
```

Values from the calculation:
**Energy relative to the best compared isomer or geometry (same formula, charge and spin)**: 1.214 eV

---

Record 11
Density functional theory data (wB97M-V/def2-TZVPD) for a cluster of 2 separate species, C5H6N in total.

```
! RIJCOSX wB97M-V def2-TZVPD def2/J DEFGRID3
* xyz 1 1
C 1.29 -0.44 1.91
C 0.46 -0.02 1.01
C 2.02 -0.96 2.94
C -0.26 0.42 -1.91
C -0.49 1.21 -0.65
N -1.62 0.41 -1.28
H 2.09 -2.03 3.17
H 2.63 -0.40 3.68
H -0.17 0.69 -2.97
H 0.36 -0.54 -1.73
H -2.32 1.27 -1.52
H -2.10 -0.32 -0.84
*
```

Values from the calculation:
**Energy relative to the best compared isomer or geometry (same formula, charge and spin)**: 9.609 eV

---

Record 12
Density functional theory data (wB97M-V/def2-TZVPD) for a structure of composition C4H12N2O.

```
! RIJCOSX wB97M-V def2-TZVPD def2/J DEFGRID3
* xyz -1 2
C -0.86 -1.12 0.28
N -0.98 -2.01 1.48
C 0.45 -0.20 -0.02
C 1.50 -0.46 1.04
N 0.06 1.18 -0.19
C -0.75 1.58 -1.30
O 0.02 1.84 -2.47
H -0.12 -2.21 0.62
H -1.16 -1.51 -0.70
H -1.70 -0.39 0.37
H -0.74 -1.33 2.21
H 0.83 -0.57 -0.98
H 1.51 -1.55 1.09
H 1.37 -0.02 2.03
H 2.56 -0.29 0.77
H -0.10 1.74 0.62
H -1.60 0.93 -1.56
H -1.25 2.52 -1.03
H 0.95 1.87 -2.25
*
```

Values from the calculation:
**Energy relative to the best compared isomer or geometry (same formula, charge and spin)**: 4.066 eV
**Expectation value of S²**: 0.75

---

| no. | energy (Ha) | F_max (hartree/bohr) |
| --- | --- | --- |
| 1 | -2016.377121 | 0.154 |
| 2 | -575.709851 | 0.105 |
| 3 | -3215.671781 | 0.039 |
| 4 | -261.904668 | 0.089 |
| 5 | -3830.796939 | 0.078 |
| 6 | -1051.698592 | 0.358 |
| 7 | -18579.613273 | 0.088 |
| 8 | -1347.968540 | 0.019 |
| 9 | -2236.201072 | 0.378 |
| 10 | -660.961441 | 0.108 |
| 11 | -248.262572 | 0.081 |
| 12 | -344.165959 | 0.107 |